[1]
{
  "formula": "C28H32ClNO27P2S5",
  "method": "wB97M-V/def2-TZVPD",
  "lumo_energy_ev": -1.8,
  "molar_mass_g_mol": 1072.28,
  "orbital_gap_ev": 6.80,
  "fmax_ev_per_a": 5.49,
  "smiles": "O=C1C(Cl)=C(PP(=O)(O)O)C(=O)C(c2ccncc2)=C1OC(=O)c1ccccc1.O=S1(=O)OCCO1.O=S1(=O)OCCO1.O=S1(=O)OCCO1.O=S1(=O)OCCO1.O=S1(=O)OCCO1",
  "multiplicity": 1,
  "charge": 0,
  "symbols": ["O", "C", "C", "Cl", "C", "P", "P", "O", "O", "O", "C", "O", "C", "C", "C", "C", "N", "C", "C", "C", "O", "C", "O", "C", "C", "C", "C", "C", "C", "H", "H", "H", "H", "H", "H", "H", "H", "H", "H", "H", "H", "O", "S", "O", "O", "C", "C", "O", "H", "H", "H", "H", "O", "S", "O", "O", "C", "C", "O", "H", "H", "H", "H", "O", "S", "O", "O", "C", "C", "O", "H", "H", "H", "H", "O", "S", "O", "O", "C", "C", "O", "H", "H", "H", "H", "O", "S", "O", "O", "C", "C", "O", "H", "H", "H", "H"],
  "positions_angstrom": [[0.732, 1.767, 2.233], [0.654, 2.309, 1.104], [1.967, 2.960, 0.434], [3.590, 2.199, 0.701], [1.814, 4.140, -0.363], [3.215, 5.088, -1.184], [4.602, 3.762, -2.229], [4.089, 2.334, -2.461], [5.147, 4.393, -3.723], [6.005, 3.673, -1.233], [0.289, 4.665, -0.509], [0.133, 5.907, -0.551], [-0.925, 3.598, -0.540], [-2.231, 3.857, -1.378], [-2.690, 5.303, -1.818], [-3.985, 5.366, -2.650], [-4.879, 4.347, -3.070], [-4.519, 3.021, -2.710], [-3.209, 2.764, -1.897], [-0.707, 2.445, 0.288], [-1.682, 1.410, 0.423], [-1.134, 0.296, -0.330], [-0.588, 0.561, -1.444], [-1.129, -1.201, 0.166], [-0.895, -2.286, -0.949], [-0.821, -3.798, -0.589], [-1.002, -4.242, 0.896], [-1.273, -3.148, 1.969], [-1.340, -1.623, 1.665], [2.628, 5.913, -2.223], [5.542, 3.627, -4.217], [6.009, 2.755, -0.862], [-2.107, 6.248, -1.563], [-4.278, 6.434, -2.987], [-5.184, 2.133, -3.012], [-2.952, 1.668, -1.666], [-0.773, -1.995, -2.057], [-0.634, -4.531, -1.455], [-0.947, -5.353, 1.181], [-1.413, -3.503, 3.040], [-1.545, -0.820, 2.461], [-0.873, -8.637, 2.808], [-0.210, -7.435, 3.219], [-0.861, -6.158, 3.242], [1.165, -7.300, 2.372], [2.277, -7.245, 3.270], [1.840, -8.023, 4.501], [0.459, -7.693, 4.674], [2.467, -6.196, 3.513], [3.165, -7.674, 2.804], [2.414, -7.755, 5.388], [1.911, -9.100, 4.333], [4.664, 0.616, 7.195], [4.183, 1.842, 6.630], [4.499, 3.126, 7.177], [2.572, 1.728, 6.471], [2.212, 1.909, 5.099], [3.412, 1.425, 4.301], [4.552, 1.853, 5.049], [2.031, 2.975, 4.932], [1.307, 1.347, 4.865], [3.435, 1.838, 3.294], [3.435, 0.332, 4.247], [-6.899, 8.810, -1.208], [-5.866, 8.949, -2.190], [-4.724, 8.085, -2.244], [-5.352, 10.488, -2.169], [-5.527, 11.068, -3.462], [-6.708, 10.333, -4.077], [-6.558, 8.977, -3.658], [-4.613, 10.898, -4.039], [-5.707, 12.140, -3.377], [-6.720, 10.400, -5.165], [-7.656, 10.707, -3.679], [3.885, -10.319, 3.592], [5.000, -9.443, 3.382], [4.940, -8.034, 3.628], [5.556, -9.682, 1.878], [6.927, -10.078, 1.931], [7.089, -10.787, 3.266], [6.278, -10.046, 4.179], [7.544, -9.177, 1.885], [7.169, -10.726, 1.088], [8.125, -10.810, 3.603], [6.699, -11.809, 3.221], [-2.830, -1.827, -3.884], [-3.337, -0.609, -4.443], [-3.048, 0.680, -3.890], [-4.946, -0.755, -4.603], [-5.309, -0.575, -5.972], [-4.099, -1.030, -6.773], [-2.969, -0.582, -6.024], [-5.512, 0.488, -6.134], [-6.202, -1.155, -6.209], [-4.084, -0.612, -7.779], [-4.053, -2.122, -6.833]]
}

---

[2]
{
  "formula": "C28H32CrGeN6O2S4Se",
  "method": "wB97M-V/def2-TZVPD",
  "lumo_energy_ev": [1.4, 1.4],
  "molar_mass_g_mol": 816.44,
  "s2": 0.76,
  "orbital_gap_ev": [6.65, 6.56],
  "fmax_ev_per_a": 0.92,
  "multiplicity": 2,
  "relative_energy_kj_mol": 33.1,
  "charge": -1,
  "symbols": ["Cr", "C", "C", "N", "N", "C", "S", "S", "C", "C", "C", "C", "C", "C", "C", "C", "C", "C", "C", "C", "C", "O", "H", "H", "H", "H", "H", "H", "H", "H", "H", "H", "H", "H", "H", "H", "C", "Ge", "C", "C", "C", "Se", "C", "H", "H", "H", "H", "H", "H", "H", "H", "H", "H", "H", "H", "H", "H", "O", "S", "N", "S", "C", "N", "N", "C", "C", "C", "C", "N", "C", "C", "H", "H", "H", "H"],
  "positions_angstrom": [[-0.182, -0.352, 0.353], [-2.164, -0.333, -3.577], [-1.275, 0.723, -2.996], [-1.794, 1.564, -2.195], [-1.053, 2.654, -1.854], [-0.519, 2.862, -0.735], [-0.260, 1.924, 0.743], [0.187, 4.529, -0.580], [1.856, 4.174, -1.229], [2.917, 3.958, -0.189], [3.223, 2.680, 0.266], [4.193, 2.489, 1.240], [4.870, 3.578, 1.770], [4.571, 4.858, 1.325], [3.599, 5.042, 0.354], [0.159, 0.727, -3.386], [0.571, 1.150, -4.642], [1.918, 1.272, -4.957], [2.865, 0.960, -3.984], [2.472, 0.508, -2.736], [1.113, 0.375, -2.425], [0.723, -0.126, -1.278], [-3.202, -0.135, -3.319], [-1.883, -1.321, -3.202], [-2.059, -0.365, -4.664], [2.109, 5.033, -1.851], [1.755, 3.305, -1.880], [2.682, 1.831, -0.131], [4.408, 1.488, 1.588], [5.629, 3.427, 2.527], [5.093, 5.713, 1.736], [3.360, 6.043, 0.014], [-0.182, 1.416, -5.375], [2.224, 1.612, -5.937], [3.920, 1.066, -4.201], [3.201, 0.246, -1.979], [4.537, -4.780, -1.569], [2.783, -4.086, -2.035], [1.633, -5.608, -2.443], [2.897, -2.943, -3.602], [2.078, -2.984, -0.584], [0.145, -2.870, -0.562], [-0.205, -4.376, 0.602], [4.922, -5.384, -2.392], [4.478, -5.408, -0.681], [5.243, -3.974, -1.374], [1.872, -5.970, -3.444], [0.581, -5.326, -2.425], [1.790, -6.425, -1.739], [3.093, -3.529, -4.500], [3.692, -2.207, -3.483], [1.963, -2.397, -3.742], [2.400, -1.957, -0.748], [2.414, -3.285, 0.408], [0.293, -5.253, 0.190], [-1.279, -4.516, 0.616], [0.167, -4.179, 1.607], [-3.093, -2.946, 0.298], [-3.134, -1.628, -0.331], [-2.042, -0.667, -0.181], [3.866, -1.595, 2.621], [2.527, -1.043, 1.855], [1.548, -0.715, 1.315], [-3.629, -2.015, 6.779], [-3.058, -1.712, 5.829], [-2.336, -1.329, 4.628], [-1.151, -1.968, 4.297], [-0.515, -1.597, 3.124], [-1.007, -0.656, 2.310], [-2.126, -0.012, 2.661], [-2.829, -0.322, 3.812], [-0.726, -2.739, 4.924], [0.416, -2.053, 2.824], [-2.445, 0.774, 1.988], [-3.736, 0.212, 4.052]]
}

---

[3]
{
  "formula": "C28H32F6N10O5S2Ti",
  "method": "wB97M-V/def2-TZVPD",
  "lumo_energy_ev": [-0.1, 0.2],
  "molar_mass_g_mol": 814.62,
  "s2": 2.02,
  "orbital_gap_ev": [5.10, 7.10],
  "fmax_ev_per_a": 0.36,
  "multiplicity": 3,
  "relative_energy_kj_mol": 63.7,
  "charge": 0,
  "symbols": ["Ti", "C", "C", "N", "C", "C", "C", "C", "C", "C", "C", "N", "C", "C", "C", "C", "C", "C", "C", "C", "N", "C", "H", "H", "H", "H", "H", "H", "H", "H", "H", "H", "H", "H", "N", "C", "C", "N", "C", "C", "N", "H", "H", "H", "H", "H", "H", "H", "H", "H", "H", "H", "H", "H", "F", "C", "F", "F", "S", "O", "O", "N", "S", "O", "O", "C", "F", "F", "F", "C", "N", "C", "C", "O", "N", "C", "N", "H", "H", "H", "H", "H", "H", "H"],
  "positions_angstrom": [[0.924, -0.605, -0.073], [-2.562, -1.486, -2.736], [-1.643, -1.632, -1.683], [-0.416, -1.162, -1.730], [0.001, -0.523, -2.868], [-0.870, -0.275, -3.943], [-2.185, -0.785, -3.845], [-0.391, 0.438, -5.069], [0.908, 0.854, -5.094], [1.800, 0.570, -4.037], [1.386, -0.132, -2.924], [2.113, -0.513, -1.816], [3.316, -1.145, -1.851], [4.296, -1.119, -2.837], [5.481, -1.858, -2.694], [5.729, -2.634, -1.592], [4.746, -2.729, -0.582], [4.888, -3.555, 0.559], [3.863, -3.645, 1.459], [2.690, -2.910, 1.235], [2.522, -2.109, 0.194], [3.546, -2.000, -0.713], [-3.554, -1.903, -2.638], [-1.933, -2.132, -0.765], [-2.875, -0.623, -4.666], [-1.064, 0.647, -5.891], [1.277, 1.413, -5.945], [2.814, 0.936, -4.099], [4.153, -0.529, -3.728], [6.224, -1.803, -3.480], [6.652, -3.190, -1.491], [5.804, -4.116, 0.697], [3.932, -4.276, 2.335], [1.861, -2.979, 1.926], [0.653, 1.584, -0.393], [1.930, 2.300, -0.246], [2.933, 1.509, 0.620], [2.268, 0.552, 1.525], [1.967, 1.057, 2.886], [1.268, 2.406, 2.987], [-0.050, 2.416, 2.360], [0.064, 1.860, 0.400], [0.159, 1.892, -1.230], [2.368, 2.434, -1.236], [1.761, 3.295, 0.173], [3.573, 0.921, -0.038], [3.580, 2.200, 1.172], [2.904, -0.226, 1.659], [1.356, 0.302, 3.387], [2.902, 1.151, 3.452], [1.228, 2.641, 4.058], [1.884, 3.179, 2.522], [-0.623, 1.681, 2.762], [-0.520, 3.295, 2.539], [-1.401, -3.262, 4.527], [-0.650, -2.885, 3.512], [-0.469, -3.927, 2.694], [0.543, -2.490, 3.967], [-1.433, -1.517, 2.565], [-0.516, -1.326, 1.456], [-2.741, -1.990, 2.211], [-1.343, -0.257, 3.465], [-2.327, 0.192, 4.643], [-1.643, 1.193, 5.396], [-3.015, -0.878, 5.289], [-3.638, 1.132, 3.738], [-4.464, 0.301, 3.099], [-3.101, 1.964, 2.839], [-4.347, 1.846, 4.606], [-6.033, 1.618, -0.871], [-4.599, 1.778, -0.846], [-3.863, 2.739, -1.641], [-2.427, 2.236, -1.458], [-1.456, 2.782, -1.942], [-2.437, 1.102, -0.688], [-3.708, 0.855, -0.414], [-4.123, -0.263, 0.201], [-6.484, 2.567, -1.151], [-6.413, 1.361, 0.119], [-6.354, 0.855, -1.586], [-3.971, 3.761, -1.275], [-4.140, 2.705, -2.698], [-3.438, -0.831, 0.681], [-5.051, -0.299, 0.585]]
}